Record 1
Formula: C11H11N2O
Source: OMol25
Level of theory: wB97M-V/def2-TZVPD

As for the SMILES: [NH2+]=c1cc[nH]c(-c2ccccc2)c1O. The energy above the lowest of the compared OMol25 structures with the same formula, charge and spin is 23.5 kcal per mole.

ORCA input file:
```
! wB97M-V def2-TZVPD RIJCOSX def2/J DEFGRID3
* xyz 1 1
N -3.4814 1.4026 0.4193
C -2.6455 0.3645 0.0084
C -3.0975 -0.9381 -0.2376
C -2.2121 -1.9174 -0.5637
N -0.8418 -1.6777 -0.5687
C -0.3806 -0.4886 -0.1659
C 1.0281 -0.2714 -0.0038
C 1.5268 0.7598 -0.8661
C 2.8729 1.0980 -0.8102
C 3.7256 0.4711 0.0442
C 3.2960 -0.4765 0.9849
C 1.9674 -0.9601 0.9034
C -1.2857 0.6740 -0.0757
O -0.8568 1.9308 0.1198
H -4.4767 1.1815 0.5295
H -3.0170 2.0060 1.0350
H -4.0997 -1.1362 -0.2719
H -2.5456 -2.9631 -0.6011
H -0.2585 -2.4299 -0.5896
H 0.8913 1.1668 -1.5504
H 3.2425 1.9046 -1.4659
H 4.8006 0.9149 0.1663
H 4.0035 -0.9304 1.6268
H 1.7095 -1.7213 1.6659
H 0.1349 2.0362 0.2672
*
```

=====

Record 2
Formula: C11H11N3O6
Source: OMol25
Level of theory: wB97M-V/def2-TZVPD

As for the SMILES: O=C(O)CCC(=O)NNC(=O)c1ccc([N+](=O)[O-])cc1. The energy above the lowest of the compared OMol25 structures with the same formula, charge and spin is 0.0 kcal per mole.

ORCA input file:
```
! wB97M-V def2-TZVPD RIJCOSX def2/J DEFGRID3
* xyz 0 1
O 5.5426 1.7521 0.7878
C 4.7106 0.9987 0.7878
O 3.5041 1.4922 1.1736
C 4.5940 -0.6427 0.2930
C 3.9945 -0.6338 -1.0989
C 2.5658 -0.0551 -1.1962
O 2.3667 0.8688 -1.7423
N 1.6167 -0.5821 -0.4148
N 0.2575 -0.2342 -0.5254
C -0.5615 -1.2275 0.1112
O -0.2792 -1.9868 0.8502
C -1.9747 -0.5078 0.0247
C -2.3002 0.8336 0.1014
C -3.4997 1.1503 -0.0152
C -4.6118 0.3458 0.1468
N -5.9461 0.9846 0.0676
O -6.1800 2.1099 0.0385
O -6.8233 0.2161 -0.1273
C -4.2213 -0.8466 0.1951
C -3.0479 -1.3447 0.4249
H 3.3907 2.3256 1.3372
H 3.9014 -1.0889 1.2222
H 5.5061 -0.9541 0.6551
H 4.6898 -0.1711 -1.6173
H 4.0126 -1.6061 -1.2736
H 1.7330 -1.6470 0.2421
H 0.2659 0.6508 -1.0347
H -1.4153 1.3964 -0.1049
H -3.6843 2.3809 -0.2110
H -5.2739 -1.5394 0.5261
H -2.8329 -2.4380 0.3763
*
```

=====

Record 3
Formula: C11H11N5S
Source: OMol25
Level of theory: wB97M-V/def2-TZVPD

As for the SMILES: Nn1c(Cn2ccc3ccccc32)n[nH]c1=S.

ORCA input file:
```
! wB97M-V def2-TZVPD RIJCOSX def2/J DEFGRID3
* xyz 0 1
N 1.1878 1.0514 0.9357
N 0.5953 1.7910 -0.1211
C -0.7641 1.9170 -0.2348
C -1.8398 1.0275 0.2688
N -1.2593 -0.2457 0.7741
C -1.0869 -0.7929 2.0952
C -0.3417 -1.8719 2.0499
C -0.0209 -2.1048 0.6937
C 0.7718 -3.0114 0.1052
C 1.0655 -2.9325 -1.1929
C 0.3977 -2.0219 -2.0215
C -0.3838 -1.0293 -1.4259
C -0.6210 -1.0824 -0.0569
N -1.0981 2.9565 -0.9479
N 0.0309 3.7641 -1.2019
C 1.1088 3.0485 -0.6451
S 2.6114 3.6756 -0.1585
H 0.8743 0.0490 0.9058
H 2.1736 1.0100 0.9689
H -2.3588 1.6425 1.0884
H -2.5815 0.7734 -0.5533
H -1.3848 -0.3597 2.9703
H 0.0429 -2.4571 2.8107
H 1.2689 -3.6687 0.7310
H 1.7805 -3.6885 -1.6450
H 0.5947 -2.0522 -3.0919
H -0.8279 -0.1963 -2.0612
H 0.0643 4.8088 -1.0397
*
```

=====

Record 4
Formula: C11H11NO
Source: OMol25
Level of theory: wB97M-V/def2-TZVPD

The energy above the lowest of the compared OMol25 structures with the same formula, charge and spin is 140.0 kcal per mole.

ORCA input file:
```
! wB97M-V def2-TZVPD RIJCOSX def2/J DEFGRID3
* xyz 0 1
C 0.2652 -1.2095 -3.6675
C 0.9349 -1.7605 -2.6003
C -0.5904 -0.1301 -3.4625
C 0.7879 -1.1920 -1.3539
C -0.5224 0.4786 -2.2299
C 0.0592 -0.0676 -1.0757
C -0.2878 -0.0117 2.6216
C -0.2396 1.9102 0.7272
C 0.4699 0.7759 1.4694
C 0.0329 0.6815 0.1035
C 0.1388 0.1368 4.0620
N -1.2071 -0.7672 2.2466
O -1.7298 -0.7322 1.1420
H 0.4890 -1.5731 -4.6660
H 1.2914 -2.7875 -2.5732
H -1.1573 0.3211 -4.2169
H 1.2991 -1.6793 -0.5439
H -1.2802 1.3126 -2.2463
H -1.2529 2.2069 0.9380
H 0.3414 2.7705 0.2746
H 1.4807 1.0443 1.7767
H 1.0691 -0.3581 4.2096
H -0.5963 -0.5235 4.4974
H 0.2044 1.1538 4.5675
*
```

=====

Results for max |F|: 5.0 17.6 3.7 3.9 (in eV/Å, following the order of the records).
Results for electronic energy: -16606.3063 -28327.9481 -29868.3611 -15116.8967 (in eV, following the order of the records).